Entry from OMol25: a single C17H30N4O5S molecule (ωB97M-V with the def2-TZVPD basis set).

Calculated values
* net charge: 0
* molar mass: 402.517 g/mol
* HOMO-LUMO gap: 9.68 eV
* LUMO energy: 0.0216 Eh
* SMILES: CCOC(=O)N1CCN(C(=O)C2CCN(S(=O)(=O)N3CCCC3)CC2)CC1

XYZ file:
```
57
Properties=species:S:1:pos:R:3:mulliken_charge:R:1
C -4.38 -2.55 -0.44 -0.929
C -4.29 -1.52 -1.56 -0.375
H -5.23 -1.45 -2.11 0.311
H -3.48 -1.75 -2.25 0.345
O -4.06 -0.22 -1.00 -0.351
C -2.88 0.36 -1.27 0.898
O -2.06 -0.07 -2.05 -0.696
N -2.74 1.55 -0.61 0.049
C -1.41 2.12 -0.55 -0.899
H -0.82 1.63 -1.33 0.439
H -1.46 3.19 -0.75 0.224
C -0.82 1.84 0.86 -0.091
N -1.49 0.69 1.42 0.161
C -1.16 -0.61 1.20 -0.300
O -1.91 -1.51 1.53 -0.719
C 0.22 -0.93 0.63 3.476
C 1.11 -1.46 1.77 -0.895
C 2.19 -2.41 1.21 -1.200
N 2.54 -2.12 -0.16 0.151
S 3.65 -0.94 -0.42 1.237
O 4.04 -1.03 -1.80 -0.762
O 4.65 -1.09 0.59 -0.762
N 2.84 0.54 -0.18 0.187
C 3.40 1.38 0.86 -0.811
H 4.06 0.79 1.49 0.547
H 2.58 1.78 1.48 0.251
C 4.12 2.51 0.12 -0.787
H 5.08 2.15 -0.24 0.281
H 4.27 3.39 0.74 0.428
C 3.17 2.76 -1.05 -0.663
H 2.34 3.40 -0.73 0.256
H 3.66 3.22 -1.90 0.388
C 2.66 1.35 -1.38 -0.377
H 3.23 0.90 -2.20 0.515
H 1.60 1.35 -1.67 -0.011
C 1.45 -2.24 -1.11 -1.197
C 0.08 -2.00 -0.46 -0.843
H -0.30 -2.92 -0.01 0.323
H -0.63 -1.67 -1.22 0.181
H 1.64 -1.51 -1.90 0.445
H 1.48 -3.24 -1.56 0.389
H 3.11 -2.33 1.79 0.468
H 1.84 -3.44 1.24 0.372
H 0.50 -2.00 2.49 0.503
H 1.58 -0.62 2.28 0.190
H 0.69 -0.07 0.18 -1.453
C -2.87 1.00 1.76 -0.853
H -2.90 1.57 2.69 0.405
C -3.51 1.79 0.60 -0.738
H -4.54 1.49 0.44 0.399
H -3.47 2.87 0.79 0.351
H -3.38 0.04 1.91 0.459
H -1.02 2.69 1.53 0.473
H 0.26 1.70 0.81 -0.249
H -4.48 -3.54 -0.87 0.389
H -5.24 -2.34 0.19 0.299
H -3.49 -2.51 0.17 0.173
```


Entry from OMol25: 2 unconnected molecules or ions with the total composition C17H31BN2O2 (ωB97M-V with the def2-TZVPD basis set).

Calculated values
* net charge: 0
* molar mass: 306.259 g/mol
* HOMO-LUMO gap: 5.87 eV
* LUMO energy: -0.0191 Eh

XYZ file:
```
53
Properties=species:S:1:pos:R:3:mulliken_charge:R:1
C -3.56 -5.86 -0.90 -1.393
C -2.78 -5.00 -1.86 1.037
C -3.42 -4.36 -2.91 -0.578
C -2.70 -3.57 -3.80 -0.583
C -1.32 -3.42 -3.65 0.804
C -0.56 -2.53 -4.59 -1.432
B -0.65 -0.95 -4.10 0.361
O 0.44 -0.74 -3.01 -0.319
N -0.08 -0.31 -1.87 0.149
O 0.21 -0.99 -0.92 -0.443
C -0.68 -4.08 -2.61 -0.378
C -1.40 -4.86 -1.71 -0.715
H -4.63 -5.74 -1.06 0.337
H -3.32 -5.64 0.14 0.327
H -3.29 -6.91 -1.06 0.289
H -4.49 -4.46 -3.05 0.286
H -3.18 -3.04 -4.61 0.353
H -0.98 -2.60 -5.59 0.325
H 0.48 -2.84 -4.61 0.292
H -0.56 -0.16 -5.02 -0.231
H -1.75 -0.79 -3.57 -0.184
H 0.39 -3.96 -2.51 0.333
H -0.89 -5.35 -0.90 0.338
C -0.09 4.76 4.04 -1.177
C 0.95 3.73 4.48 -0.425
C 2.00 3.33 3.45 -0.632
N 1.62 2.34 2.38 0.184
C 2.87 2.14 1.54 -0.666
C 2.63 1.35 0.27 -0.548
C 1.54 1.99 -0.56 -0.964
C 0.26 2.08 0.26 -0.632
C 0.48 2.86 1.54 -0.570
C 1.24 1.04 3.00 -0.973
H -0.93 4.32 3.51 0.297
H -0.51 5.26 4.92 0.402
H 0.35 5.53 3.41 0.292
H 0.46 2.85 4.91 0.244
H 1.52 4.17 5.30 0.395
H 2.85 2.86 3.96 0.477
H 2.37 4.21 2.93 0.405
H 3.24 3.14 1.30 0.399
H 3.60 1.65 2.19 0.449
H 3.56 1.30 -0.29 0.404
H 2.36 0.32 0.50 0.301
H 1.36 1.41 -1.46 0.401
H 1.85 2.99 -0.89 0.377
H -0.10 1.08 0.47 0.273
H -0.52 2.57 -0.32 0.442
H -0.41 2.80 2.16 0.298
H 0.70 3.91 1.33 0.442
H 0.34 1.17 3.58 0.370
H 2.06 0.71 3.64 0.315
H 1.06 0.30 2.22 0.446
```


no.,E_tot (eV),HOMO level (eV)
1,-45149.77013,-9.10
2,-25879.56392,-6.39